No. 1
A 2-piece molecular cluster, C3H9IN2 overall. Source: the Open Molecules 2025 dataset; level of theory: ωB97M-V with the def2-TZVPD basis set.

Last column: Löwdin charge in e.
CARTESIAN COORDINATES (ANGSTROEM)
1 C -1.29768 -0.23402 -1.48564  -0.1800
2 C -1.30940 -1.23883 0.85099  -0.1162
3 C 2.14132 1.98352 0.85301  -0.2391
4 N -0.69298 -0.30434 -0.17553  -0.1804
5 N 2.26979 0.78346 1.08764  -0.3902
6 I 3.60940 -0.52970 -0.10622  0.5207
7 H -1.03614 -1.17067 -2.13914  0.0960
8 H -2.38574 -0.14423 -1.46116  0.0586
9 H -1.01516 0.74229 -2.03929  0.0890
10 H -0.67957 -1.21046 1.77893  0.0793
11 H -2.29362 -0.85607 1.17935  0.0693
12 H -1.43787 -2.27804 0.59027  0.0522
13 H 2.54466 2.47038 -0.05482  0.0698
14 H 1.32840 2.46545 1.35226  0.0696
15 H 0.25459 -0.47875 -0.23064  0.0014

Forces on the atoms, in the same order (eV/Å):
C 0.5327 -0.2451 -1.7892
C 0.5719 1.7601 0.3715
C 0.1226 1.0121 -2.8620
N -3.0217 -0.3035 1.5254
N 0.8451 -3.1108 0.6877
I -0.9022 1.3624 0.7075
H -0.5081 1.6588 0.7664
H 0.0152 -0.3165 0.4239
H 0.0759 -1.6614 0.8069
H -0.3377 0.0433 -0.9320
H 0.3693 -0.0458 -0.4103
H 0.0961 -0.4462 -0.5834
H 0.1812 0.1610 0.6618
H -0.2693 0.5376 0.8012
H 2.2291 -0.4059 -0.1752

## Properties
- Kohn-Sham gap: 0.28611 Eh
- LUMO level: -0.8 eV
- HOMO: -8.572 eV
- SMILES string: C=NI.CNC

No. 2
One molecule with the formula C3H9INP. Source: the Open Molecules 2025 dataset; level of theory: ωB97M-V with the def2-TZVPD basis set.

Last column: Löwdin charge in e.
CARTESIAN COORDINATES (ANGSTROEM)
1 C 1.28317 1.47654 -1.04656  -0.0852
2 C 1.26782 -0.66498 0.28767  -0.1225
3 C 0.96005 0.74607 0.31263  -0.6864
4 N -0.33925 1.12556 0.74645  -0.4659
5 P -3.53745 -1.76835 1.34134  0.3657
6 I -1.94635 0.27898 -0.03475  0.8990
7 H 2.23279 1.16287 -1.46076  0.0664
8 H 0.54127 1.36375 -1.78104  0.0237
9 H 1.38986 2.64350 -0.98230  0.1135
10 H 0.59113 -1.09162 -0.54108  0.0762
11 H 1.17416 -1.16535 1.27542  0.0943
12 H 2.26664 -0.90173 -0.06396  0.0756
13 H 1.53409 1.48063 0.84744  0.1149
14 H -3.13257 -3.09543 0.95860  -0.2233
15 H -4.28537 -1.59045 0.14090  -0.2460

Forces on the atoms, in the same order (eV/Å):
C 0.6345 2.0345 0.2586
C -0.1803 -2.6215 -0.8114
C 0.1852 3.5519 -1.9171
N -1.1631 0.4675 0.6293
P -0.3366 -0.6314 0.2023
I 0.4199 0.0639 -0.3649
H 0.2525 -0.3632 0.0318
H -1.1596 -0.6103 -1.0838
H -0.3196 -2.1212 0.5004
H 0.7454 0.0605 1.5342
H -0.4192 0.2069 -0.7323
H 0.3082 0.2982 -0.0100
H 0.9250 -0.7679 1.7307
H 0.0381 0.4494 -0.0639
H 0.0698 -0.0173 0.0959

## Properties
- Kohn-Sham gap (alpha / beta): 0.28755 / 0.24635 Eh
- LUMO level (alpha / beta): -0.9 / -1.0 eV
- HOMO (alpha / beta): -8.769 / -7.688 eV

No. 3
One molecule with the formula C3H9N. Source: the Open Molecules 2025 dataset; level of theory: ωB97M-V with the def2-TZVPD basis set.

Last column: Löwdin charge in e.
CARTESIAN COORDINATES (ANGSTROEM)
1 C -1.50838 0.33980 -0.15488  -0.1004
2 C -0.52952 -0.67028 0.30140  -0.3137
3 C 1.58140 0.34595 0.07274  -0.1838
4 H -2.47568 0.21868 0.40203  0.0955
5 H -1.15546 1.34269 0.02695  0.0640
6 H -1.67784 0.30617 -1.18462  0.0505
7 H -0.20295 -0.56193 1.32452  0.0987
8 H -0.87823 -1.70144 0.18021  0.1103
9 H 0.56459 -0.68763 -1.34713  0.0858
10 H 1.29951 1.35757 -0.22834  0.0742
11 H 1.55498 0.30776 1.15279  0.0706
12 H 2.66039 0.09760 -0.16440  0.0970
13 N 0.76720 -0.69493 -0.38127  -0.1485

Forces on the atoms, in the same order (eV/Å):
C -1.1458 0.6886 1.9438
C 1.3215 -1.9513 -0.0984
C 2.6223 0.4399 0.1031
H 0.7333 0.1543 -0.6148
H 0.1396 0.4648 0.3020
H -0.4792 -0.4187 -1.7518
H -0.6974 0.0845 0.6601
H -0.5798 0.1981 0.2002
H 0.3181 0.1393 -1.3530
H 0.2145 0.1930 -0.1751
H 0.0403 0.2139 0.4374
H -1.0230 0.7542 -0.0744
N -1.4644 -0.9606 0.4209

## Properties
- Kohn-Sham gap: 0.36533 Eh
- LUMO level: 1.2 eV
- HOMO: -8.712 eV
- SMILES string: CCNC

No. 4
A 2-piece molecular cluster, C3H9N overall. Source: the Open Molecules 2025 dataset; level of theory: ωB97M-V with the def2-TZVPD basis set.

Last column: Löwdin charge in e.
CARTESIAN COORDINATES (ANGSTROEM)
1 C -0.58667 -0.00090 -2.22468  -0.0793
2 C -0.35658 0.29067 -3.53781  -0.0799
3 H 0.08664 0.49150 -1.52942  0.0385
4 H -1.51403 -0.44495 -1.88592  0.0395
5 H 0.60361 0.29368 -4.04801  0.0404
6 H -1.21497 0.63801 -4.11501  0.0413
7 C 0.97330 -0.09531 2.08330  -0.1961
8 N -0.16718 -0.19583 3.02675  -0.0840
9 H 1.98235 -0.44048 2.33702  0.0543
10 H 0.47873 -0.59195 1.29221  0.0384
11 H 1.24054 0.98318 1.85630  0.0836
12 H -0.19521 0.45492 3.76422  0.0224
13 H -0.47767 -1.17990 3.21648  0.0810

Forces on the atoms, in the same order (eV/Å):
C 0.7433 1.2144 -1.6023
C -1.1432 -0.1626 0.9992
H 0.6695 -1.5503 0.5175
H -0.3729 0.9110 0.0891
H 0.1473 1.0134 0.6413
H -0.0429 -1.4258 -0.6324
C -0.4577 1.7339 1.0349
N 0.3788 -1.4510 -0.8195
H -0.3962 -0.9042 0.3766
H 0.8380 -0.3845 -1.7999
H -1.0873 -1.0010 -0.0561
H 0.0503 0.1996 1.1542
H 0.6730 1.8071 0.0973

## Properties
- Kohn-Sham gap: 0.36925 Eh
- LUMO level: 1.2 eV
- HOMO: -8.888 eV
- SMILES string: C=C.CN

No. 5
One molecule with the formula C3H9N. Source: the Open Molecules 2025 dataset; level of theory: ωB97M-V with the def2-TZVPD basis set.

Last column: Löwdin charge in e.
CARTESIAN COORDINATES (ANGSTROEM)
1 C -0.13528 -0.14806 1.35118  -0.1612
2 C -1.15006 0.25298 -0.80983  -0.1550
3 C 1.32715 0.03124 -0.53764  -0.1230
4 H -1.08536 -0.62699 1.71291  0.0837
5 H -0.17907 0.90597 1.72366  0.0885
6 H 0.63915 -0.77995 1.87136  0.0924
7 H -2.11467 0.11820 -0.13599  0.1034
8 H -1.31976 -0.18162 -1.87903  0.0927
9 H -1.04833 1.40409 -1.04332  0.0914
10 H 1.93671 -0.59695 0.12082  0.0623
11 H 1.56353 0.03861 -1.65546  0.0961
12 H 1.58659 1.13449 -0.18516  0.1012
13 N -0.03281 -0.31897 -0.07886  -0.3726

Forces on the atoms, in the same order (eV/Å):
C -0.8377 -1.1621 1.0630
C -1.5667 1.2512 -0.6118
C -0.0998 2.2625 0.8383
H 0.5961 0.4847 -0.4684
H 0.4884 -0.4802 -0.2890
H -0.3797 1.0545 -0.5089
H 1.8556 0.2167 -1.7075
H 0.3752 0.2720 2.0591
H -0.0781 -1.6928 0.7577
H 0.5688 -0.0105 -0.9172
H -0.6639 -0.6790 1.6203
H -0.4490 -1.6579 -0.6921
N 0.1907 0.1410 -1.1435

## Properties
- Kohn-Sham gap: 0.34805 Eh
- LUMO level: 1.1 eV
- HOMO: -8.352 eV
- SMILES string: CN(C)C

No. 6
A 2-piece molecular cluster, C3H9N overall. Source: the Open Molecules 2025 dataset; level of theory: ωB97M-V with the def2-TZVPD basis set.

Last column: Löwdin charge in e.
CARTESIAN COORDINATES (ANGSTROEM)
1 N 1.29403 -1.18894 3.21673  0.0027
2 H 1.80967 -2.04956 3.36874  0.0029
3 H 0.86951 -1.27074 2.30175  -0.0067
4 H 0.54060 -1.13367 3.89145  0.0008
5 C 0.32059 1.45209 -1.29504  -0.1164
6 C -0.73774 0.44456 -0.93047  -0.2474
7 C -1.29523 -0.40781 -1.78105  -0.0241
8 H 0.35890 2.26254 -0.57054  0.0645
9 H 0.09919 1.87949 -2.27115  0.0703
10 H 1.32011 1.02111 -1.33822  0.0716
11 H -1.07439 0.38762 0.10073  0.0839
12 H -2.08556 -1.04777 -1.42542  0.0450
13 H -0.98830 -0.44132 -2.81133  0.0530

Forces on the atoms, in the same order (eV/Å):
N 0.0800 -0.0129 -0.1144
H -0.1163 0.0861 0.1299
H -0.0425 0.0443 -0.0516
H 0.0738 -0.1143 0.0204
C -0.1846 -0.0058 0.0955
C 0.0868 -0.2113 -0.0675
C 0.0860 0.4090 0.4730
H -0.0313 0.0653 0.0141
H 0.0709 0.0383 -0.0696
H 0.0254 -0.1403 0.0408
H 0.0921 0.2264 0.0388
H -0.0394 -0.3097 -0.1802
H -0.1010 -0.0750 -0.3292

## Properties
- Kohn-Sham gap: 0.39297 Eh
- LUMO level: 1.0 eV
- HOMO: -9.676 eV
- SMILES string: C=CC.N

No. 7
An isolated ion of composition C3H9N2 and charge +1. Source: the Open Molecules 2025 dataset; level of theory: ωB97M-V with the def2-TZVPD basis set.

Last column: Löwdin charge in e.
CARTESIAN COORDINATES (ANGSTROEM)
1 C -1.45400 -1.17413 -0.71628  -0.0552
2 C -0.89373 -0.19702 0.31828  -0.1896
3 N 1.41832 1.78401 0.06585  0.2036
4 C 1.51651 0.51475 0.36993  -0.1389
5 N 0.56888 -0.36436 0.41618  0.0692
6 H -1.27692 -2.17232 -0.30384  0.0850
7 H -2.51206 -1.00800 -0.89141  0.0897
8 H -0.87203 -1.15173 -1.63768  0.0838
9 H -1.15117 0.83216 0.19268  0.1042
10 H -1.33116 -0.44874 1.28777  0.1335
11 H 0.51282 2.15269 -0.18419  0.1266
12 H 2.16348 2.32347 -0.34839  0.1448
13 H 2.52167 0.12156 0.50315  0.1706
14 H 0.78938 -1.21235 0.92795  0.1728

Forces on the atoms, in the same order (eV/Å):
C 0.8556 -0.1030 0.3200
C -0.3042 -0.4823 0.1475
N -1.0210 0.4909 -0.6534
C 1.3569 -0.2126 -0.6561
N -1.0381 -0.4402 1.3340
H -0.4086 -0.0377 -0.1354
H 0.0110 -0.0616 -0.0360
H -0.2826 0.2926 -0.1482
H -0.0539 0.7005 -0.5684
H 0.2612 -0.0008 0.0733
H -0.1576 0.0621 0.1299
H 0.4584 -0.2665 0.4364
H -0.0708 0.1403 0.2234
H 0.3936 -0.0818 -0.4669

## Properties
- Kohn-Sham gap: 0.44411 Eh
- LUMO level: -3.6 eV
- HOMO: -15.665 eV
- SMILES string: CC/[NH+]=C\N
- Net charge: +1

No. 8
An isolated ion of composition C3H9N2 and charge +1. Source: the Open Molecules 2025 dataset; level of theory: ωB97M-V with the def2-TZVPD basis set.

Last column: Löwdin charge in e.
CARTESIAN COORDINATES (ANGSTROEM)
1 C 0.72461 0.73435 1.60051  -0.0068
2 C -0.03239 0.23044 0.40494  -0.3849
3 C 0.56330 -0.63245 -0.41638  -0.0789
4 N -0.04015 -0.97276 -1.72817  0.2012
5 N -1.29336 0.74317 0.18078  0.1326
6 H 1.64046 0.15183 1.68516  0.0899
7 H 0.12203 0.61935 2.50070  0.0980
8 H 0.97910 1.78547 1.44168  0.1061
9 H 1.61174 -0.86333 -0.34120  0.1224
10 H -1.02683 -1.21347 -1.62195  0.1599
11 H 0.40740 -1.78834 -2.13538  0.1723
12 H -0.01103 -0.16001 -2.34304  0.1762
13 H -1.64987 1.22680 0.99041  0.1112
14 H -1.99503 0.13894 -0.21806  0.1008

Forces on the atoms, in the same order (eV/Å):
C -0.0621 -0.1858 -0.4778
C -0.3707 0.1257 0.0517
C 0.6695 -0.0023 -0.3478
N -0.5507 0.1614 0.7707
N 0.2975 -0.0684 0.4734
H -0.0031 0.1784 0.2322
H 0.0874 0.0719 0.0493
H -0.0570 -0.0619 0.1554
H -0.0653 -0.2812 -0.0034
H -0.0157 -0.1302 -0.0627
H 0.2087 0.0425 -0.2720
H 0.1753 -0.0621 -0.4256
H -0.2542 0.1434 -0.0885
H -0.0595 0.0685 -0.0549

## Properties
- Kohn-Sham gap: 0.35942 Eh
- LUMO level: -3.8 eV
- HOMO: -13.541 eV
- SMILES string: C/C(N)=C/[NH3+]
- Net charge: +1

No. 9
A 2-piece molecular cluster, C3H9N2 overall. Source: the Open Molecules 2025 dataset; level of theory: ωB97M-V with the def2-TZVPD basis set.

Last column: Löwdin charge in e.
CARTESIAN COORDINATES (ANGSTROEM)
1 C 0.56075 -2.16692 -0.17862  0.1235
2 N -0.06197 -1.31778 -0.93713  0.1433
3 H 0.93563 -3.20761 -0.68287  0.1745
4 H 0.26919 -2.11819 0.95664  0.1598
5 H -0.37909 -1.88415 -1.77451  0.1843
6 H -0.38947 -0.45415 -0.50836  0.0213
7 C -1.09700 0.86867 0.78928  -0.0356
8 C -0.16732 1.38062 -0.03159  -0.3296
9 N 1.08425 1.89805 0.27472  0.0747
10 H -1.00545 0.56668 1.76592  0.0376
11 H -2.05436 0.63231 0.28392  0.0867
12 H -0.61566 1.42805 -1.05031  0.1312
13 H 1.29645 1.79290 1.30623  0.1352
14 H 1.62404 2.58151 -0.21332  0.0930

Forces on the atoms, in the same order (eV/Å):
C -1.9649 -2.2425 0.5440
N 1.3513 -4.7599 -0.8078
H -0.7871 2.7635 1.5164
H 1.9608 0.3755 -1.8306
H 0.5749 2.3004 0.1529
H -1.0463 0.8422 0.2637
C -0.8494 -0.5417 -2.4705
C -0.2760 1.8447 -0.6610
N -0.8166 -1.9201 2.4757
H 0.3392 -0.1533 2.3731
H 0.5912 0.0865 0.5774
H 1.2954 0.7552 0.3516
H -0.1100 0.5537 -1.9569
H -0.2624 0.0959 -0.5277

## Properties
- Kohn-Sham gap: 0.25464 Eh
- LUMO level: -5.7 eV
- HOMO: -12.651 eV
- Net charge: +1

No. 10
An isolated ion of composition C3H9N2 and charge +1. Source: the Open Molecules 2025 dataset; level of theory: ωB97M-V with the def2-TZVPD basis set.

Last column: Löwdin charge in e.
CARTESIAN COORDINATES (ANGSTROEM)
1 C 1.59274 0.88260 0.20128  -0.1268
2 C 0.82139 -0.05912 1.13027  -0.1627
3 N -0.52857 -0.50747 0.43840  0.0466
4 C -0.86523 -0.11966 -0.81764  -0.0753
5 N -2.06930 -0.63059 -1.11895  0.1359
6 H 0.94469 1.62609 -0.25952  0.0534
7 H 2.46038 1.47175 0.68437  0.1175
8 H 2.09365 0.20308 -0.63310  0.1253
9 H 1.28932 -1.10593 1.11664  0.1434
10 H 0.64107 0.51171 2.08805  0.1369
11 H -1.03789 -0.98765 1.14193  0.1374
12 H -0.28520 0.60476 -1.40290  0.1547
13 H -2.51809 -1.33466 -0.50414  0.1478
14 H -2.53895 -0.55492 -2.06468  0.1659

Forces on the atoms, in the same order (eV/Å):
C 2.3615 -1.1752 -1.1520
C -0.3846 -0.7265 -1.3872
N 4.0259 3.6696 -1.1481
C -2.6210 -2.5318 4.1522
N -0.7806 0.0782 -2.7372
H 0.0735 0.1160 0.0617
H -1.5238 -1.2157 -0.4442
H -1.0044 1.6950 1.4161
H -0.0491 1.9083 1.1656
H -0.1912 -1.4514 -0.7821
H -1.3313 -0.6723 -0.3310
H -0.3275 -0.7185 0.1406
H 0.6465 0.8882 -0.5865
H 1.1059 0.1359 1.6321

## Properties
- Kohn-Sham gap: 0.40671 Eh
- LUMO level: -4.0 eV
- HOMO: -15.101 eV
- SMILES string: CCNC=[NH2+]
- Net charge: +1

In order of appearance, energy above the lowest of the compared OMol25 structures with the same formula, charge and spin = 44.87; 72.46; 18.74; 67.25; 33.07; 18.79; 4.66; 20.14; 83.63; 32.68 kcal per mole.